19
Properties=species:S:1:pos:R:3 method="wB97M-V/def2-TZVPD" relative_energy_ev=5.479 total_charge=0 lumo_energy_ev="-0.14 / -0.03" orbital_gap_ev="7.2 / 9.4" energy_ha=-630.81928 homo_energy_ev="-7.37 / -9.48"
C -2.21 -0.58 1.23
C 2.18 -1.02 0.85
C 2.14 0.79 -1.78
C -2.66 0.40 0.15
N -1.72 0.21 -0.89
O 1.35 1.66 0.77
P 1.48 0.52 -0.09
H -1.57 -0.23 2.01
H -2.92 -1.14 1.72
H -1.64 -1.40 0.72
H 1.53 -1.20 1.71
H 2.27 -1.91 0.15
H 3.25 -0.96 1.00
H 2.85 1.64 -1.95
H 2.65 -0.10 -2.02
H 1.22 0.74 -2.44
H -3.70 0.03 -0.19
H -2.90 1.42 0.42
H -1.59 1.13 -1.35

=====

19
Properties=species:S:1:pos:R:3 method="wB97M-V/def2-TZVPD" relative_energy_ev=0.759 total_charge=-1 lumo_energy_ev=3.50 orbital_gap_ev=5.9 energy_ha=-687.80017 homo_energy_ev=-2.42
C 0.03 -1.63 -0.22
N 0.30 -0.34 0.42
C 0.02 0.87 -0.37
C 0.13 2.13 0.50
S 1.29 3.33 -0.22
C 0.70 -1.83 -1.60
H 0.32 -2.43 0.46
H -1.04 -1.60 -0.40
H 1.28 -0.28 0.69
H -0.94 0.85 -0.92
H 0.69 0.96 -1.23
H 0.60 1.88 1.45
H -0.88 2.51 0.64
H 1.78 -1.73 -1.57
H 0.31 -2.77 -2.00
H 0.37 -1.00 -2.23
H -2.29 0.81 1.99
H -0.91 0.07 2.09
O -1.77 0.20 2.54

=====

19
Properties=species:S:1:pos:R:3 method="wB97M-V/def2-TZVPD" relative_energy_ev=1.695 total_charge=-1 lumo_energy_ev=3.56 orbital_gap_ev=6.3 energy_ha=-687.76576 homo_energy_ev=-2.77
C 0.38 -1.25 2.34
N 0.45 -1.77 0.98
C 0.74 -0.92 -0.21
C -0.57 -0.60 -0.92
S -0.29 0.52 -2.29
C -0.89 -0.40 2.52
H 0.33 -2.01 3.32
H 1.26 -0.67 2.70
H 0.83 -2.73 1.12
H 1.44 -1.48 -0.83
H 1.16 -0.07 0.30
H -1.33 -0.41 -0.16
H -0.95 -1.57 -1.35
H -0.97 0.18 1.61
H -1.77 -1.06 2.54
H -0.98 0.29 3.48
H 0.43 2.54 -1.00
H -0.07 3.08 0.11
O 0.51 3.37 -0.56

=====

18
Properties=species:S:1:pos:R:3 method="wB97M-V/def2-TZVPD" relative_energy_ev=5.777 total_charge=0 lumo_energy_ev="-0.87 / -0.49" orbital_gap_ev="8.1 / 8.1" energy_ha=-555.50405 homo_energy_ev="-8.94 / -8.61"
C 0.35 -0.83 1.10
C 1.30 0.10 -1.15
C 0.45 1.59 0.62
C 0.25 0.13 -0.02
N -0.96 -0.05 -0.73
P -2.42 -0.08 0.04
H -0.53 -0.82 1.77
H 0.49 -1.80 0.79
H 1.27 -0.76 1.60
H 1.18 0.99 -1.82
H 1.01 -0.74 -1.67
H 2.31 -0.05 -0.68
H -0.37 1.66 1.35
H 1.40 1.72 0.95
H 0.34 2.48 -0.10
H -0.34 -1.63 -1.57
H -3.21 -0.47 -1.24
H -2.50 -1.44 0.76

=====

18
Properties=species:S:1:pos:R:3 method="wB97M-V/def2-TZVPD" relative_energy_ev=4.337 total_charge=0 lumo_energy_ev=-0.13 orbital_gap_ev=8.9 energy_ha=-555.55697 homo_energy_ev=-8.98
C -1.16 1.15 0.49
C -1.11 -0.38 -1.46
C -0.06 -1.26 0.76
C -0.34 -0.03 -0.12
N 0.84 0.62 -0.55
P 2.25 0.09 -0.72
H -0.85 1.32 1.44
H -1.02 1.93 -0.25
H -2.18 0.82 0.30
H -2.20 -0.50 -1.63
H -0.61 -1.25 -1.80
H -0.73 0.47 -2.13
H -0.89 -1.28 1.53
H -0.13 -2.07 0.00
H 0.93 -1.42 1.19
H 2.13 1.49 1.84
H 2.04 -1.39 -0.74
H 3.09 1.70 1.83

=====

18
Properties=species:S:1:pos:R:3 method="wB97M-V/def2-TZVPD" relative_energy_ev=1.020 total_charge=-1 lumo_energy_ev=4.19 orbital_gap_ev=6.5 energy_ha=-612.53347 homo_energy_ev=-2.28
C 0.63 1.73 1.43
N 2.04 1.40 1.74
C 2.46 0.19 1.05
H 0.47 1.59 0.36
H -0.13 1.17 1.97
H 0.51 2.82 1.66
H 2.25 1.42 2.78
H 1.99 -0.73 1.52
H 3.56 0.09 1.10
H 2.13 0.20 -0.02
C -2.14 -0.94 -2.49
C -2.12 -0.82 -0.93
S -0.39 -0.80 -0.39
H -1.55 -1.81 -2.84
H -1.76 -0.02 -2.97
H -3.19 -1.09 -2.81
H -2.64 -1.66 -0.46
H -2.66 0.08 -0.68

=====

18
Properties=species:S:1:pos:R:3 method="wB97M-V/def2-TZVPD" relative_energy_ev=2.187 total_charge=+1 lumo_energy_ev=-3.73 orbital_gap_ev=8.7 energy_ha=-612.22432 smiles=C[C@@H]([NH3+])CCS homo_energy_ev=-12.46
C 0.68 0.31 -1.94
C -0.35 0.10 -0.74
C 0.34 0.50 0.58
C -0.74 0.43 1.69
S -0.13 1.01 3.35
N -0.47 -1.49 -0.75
H 1.74 -0.16 -1.54
H 0.20 -0.07 -2.93
H 1.12 1.41 -2.08
H -1.32 0.79 -0.88
H 0.59 1.56 0.44
H 1.26 0.02 0.74
H -1.65 1.04 1.58
H -1.07 -0.52 1.81
H 1.03 0.53 2.84
H 0.44 -1.83 -0.38
H -1.18 -1.76 -0.05
H -0.52 -1.86 -1.74

=====

19
Properties=species:S:1:pos:R:3 method="wB97M-V/def2-TZVPD" relative_energy_ev=3.352 total_charge=+1 lumo_energy_ev=-3.23 orbital_gap_ev=10.2 energy_ha=-1010.37231 homo_energy_ev=-13.40
C -0.64 -2.30 0.36
C 1.14 0.50 -0.98
C -0.91 -2.14 -0.97
C -0.36 1.41 0.82
N 0.59 0.27 0.40
S -1.81 1.72 -0.24
S 0.57 2.89 1.23
H -0.85 0.90 1.77
H 0.04 -2.94 0.76
H -1.33 -1.97 1.18
H 0.29 0.78 -1.51
H 1.85 1.34 -1.14
H 1.83 -0.22 -1.24
H -0.06 -2.53 -1.54
H -1.65 -1.69 -1.51
H 1.40 0.23 1.04
H 0.24 -0.71 0.24
H -0.98 2.29 -1.04
H -0.34 3.25 2.05